A cluster of 3 separate species, C13H32NO5P2S2 in total at a distorted geometry, computed with wB97M-V/def2-TZVPD.

The geometry in XYZ format:
```
55
Properties=species:S:1:pos:R:3
C 0.316 2.329 -2.735
C -1.005 2.199 -2.011
O -0.814 2.692 -0.659
P -1.565 1.910 0.497
O -2.974 2.200 0.508
C -0.854 2.581 2.032
C 0.330 1.848 2.706
P 1.990 2.470 2.298
S 3.208 2.090 3.955
S 2.896 1.574 0.654
C 2.064 4.248 1.938
N 1.406 4.557 0.703
O -1.376 0.331 0.399
C -0.103 -0.193 -0.003
C -0.273 -1.525 -0.681
H 1.088 2.053 -2.027
H 0.497 3.369 -2.968
H 0.364 1.695 -3.603
H -1.341 1.173 -2.041
H -1.746 2.813 -2.501
H -1.677 2.650 2.720
H -0.577 3.599 1.803
H 0.252 2.016 3.773
H 0.253 0.778 2.569
H 3.032 0.760 3.957
H 2.878 0.285 1.027
H 1.606 4.750 2.779
H 3.121 4.513 1.930
H 1.850 4.153 -0.108
H 1.244 5.546 0.593
H 0.545 -0.372 0.847
H 0.438 0.469 -0.666
H -0.162 -2.327 0.028
H -1.183 -1.586 -1.257
H 0.538 -1.639 -1.389
C -0.955 -2.039 -5.976
C -1.420 -1.704 -4.583
O -0.815 -0.920 -3.884
C -2.673 -2.388 -4.097
H -0.048 -1.482 -6.201
H -0.745 -3.106 -6.054
H -1.725 -1.772 -6.701
H -2.533 -3.469 -4.099
H -3.512 -2.135 -4.747
H -2.900 -2.061 -3.085
C 1.233 -5.119 3.067
C 0.467 -3.822 3.061
O 0.779 -2.905 2.330
C -0.705 -3.714 4.002
H 2.046 -5.066 2.347
H 1.647 -5.304 4.059
H 0.572 -5.943 2.796
H -0.370 -3.842 5.032
H -1.443 -4.482 3.769
H -1.168 -2.735 3.898
```

Summary:
charge	+1
molecular weight	408.48	g/mol
HOMO energy	-11.71	eV

Calculated atomic charges, method natural (NBO), unit e: -0.626 -0.079 -0.822 2.402 -1.093 -0.819 -0.760 1.201 -0.174 -0.191 -0.535 -0.833 -0.792 -0.081 -0.634 0.191 0.209 0.243 0.202 0.204 0.283 0.265 0.272 0.282 0.181 0.195 0.261 0.235 0.385 0.403 0.159 0.180 0.228 0.234 0.220 -0.723 0.613 -0.580 -0.723 0.235 0.236 0.238 0.236 0.240 0.231 -0.724 0.615 -0.589 -0.723 0.236 0.237 0.241 0.236 0.243 0.231


A structure of composition C13H32O11V2 at a distorted geometry, computed with wB97M-V/def2-TZVPD.

The geometry in XYZ format:
```
58
Properties=species:S:1:pos:R:3
O 1.185 -0.714 -1.489
V -0.363 -0.290 -1.308
O -0.855 -0.797 0.077
O -3.703 -1.391 -0.748
V -4.383 0.005 -1.255
O -4.659 0.932 0.016
C -1.908 1.290 -2.833
O -0.790 0.786 -3.222
O -2.378 0.804 -1.727
O -2.563 2.090 -3.549
C 0.994 3.750 -1.888
C 1.449 2.473 -1.187
C 2.619 2.736 -0.237
O 0.403 1.748 -0.562
H 1.858 4.185 -2.385
H 0.663 4.439 -1.101
H 0.164 3.594 -2.576
H 1.779 1.857 -2.029
H 3.452 3.219 -0.747
H 2.972 1.792 0.186
H 2.394 3.331 0.653
H -0.109 2.405 -0.039
C -1.124 -4.506 -3.209
C -0.221 -3.368 -2.716
C 0.800 -3.074 -3.807
O -1.008 -2.180 -2.518
H -1.767 -4.968 -2.461
H -0.423 -5.266 -3.567
H -1.713 -4.228 -4.084
H 0.200 -3.634 -1.749
H 1.548 -3.868 -3.819
H 1.361 -2.183 -3.524
H 0.273 -2.958 -4.753
H -1.127 -1.700 -3.353
C -2.304 1.830 2.340
C -1.391 3.012 2.285
C -0.038 2.737 2.877
O -1.223 3.469 0.918
H -3.326 2.019 2.006
H -2.374 1.301 3.290
H -1.928 1.063 1.648
H -1.837 3.904 2.744
H -0.020 2.417 3.921
H 0.542 3.666 2.881
H 0.531 2.002 2.304
H -1.131 4.423 0.942
C 0.541 -2.676 2.621
C 1.691 -2.824 3.615
C 2.882 -1.927 3.212
O 1.270 -2.335 4.886
H 0.411 -1.605 2.444
H -0.362 -3.139 3.015
H 0.768 -3.083 1.635
H 2.102 -3.830 3.706
H 2.680 -0.871 3.397
H 3.133 -2.082 2.160
H 3.710 -2.173 3.878
H 0.650 -1.610 4.787
```

Summary:
charge	0
molecular weight	466.28	g/mol
HOMO energy	-8.74	eV

Calculated atomic charges, method Mulliken, unit e: -0.580 1.441 -0.655 -0.508 1.500 -0.568 0.764 -0.639 -0.239 -0.775 -1.392 0.640 -1.414 0.186 0.434 0.248 0.301 0.281 0.430 0.317 0.241 0.055 -1.405 0.437 -1.375 -0.398 0.329 0.411 0.340 0.249 0.444 0.278 0.404 0.293 -1.037 0.498 -1.184 -0.616 0.245 0.413 -0.026 0.411 0.429 0.336 0.155 0.285 -0.976 0.404 -1.108 -0.572 0.109 0.339 0.278 0.315 0.240 0.323 0.343 0.322


A structure of composition C13H33CeClIN2OP2S at a distorted geometry, computed with wB97M-V/def2-TZVPD.

The geometry in XYZ format:
```
55
Properties=species:S:1:pos:R:3
C 1.564 -6.708 -5.048
C 1.457 -6.027 -3.712
H 1.877 -7.746 -4.903
H 2.284 -6.166 -5.668
H 0.595 -6.659 -5.552
O 1.660 -6.483 -2.637
I 0.826 -3.889 -3.940
Ce 0.041 -0.398 -0.592
P -2.187 -1.036 -0.591
C -2.995 -1.308 1.031
C -3.295 0.162 -1.423
H -4.321 -0.218 -1.473
H -3.580 -2.814 -1.541
H -2.909 0.336 -2.431
H -2.099 -2.495 -2.502
H -2.945 -0.387 1.620
H -3.280 1.107 -0.875
C -2.507 -2.598 -1.493
H -4.042 -1.603 0.905
H -1.989 -3.418 -0.988
H -2.460 -2.091 1.576
P 2.249 0.246 -0.884
C 3.269 0.499 0.616
C 3.236 -0.936 -1.876
H 1.902 1.729 -2.747
H 3.496 2.043 -1.988
H 1.991 2.631 -1.220
C 2.440 1.821 -1.800
H 2.715 -1.102 -2.823
H 4.244 -0.550 -2.064
H 4.289 0.799 0.353
H 3.301 -0.429 1.194
H 3.301 -1.888 -1.342
H 2.812 1.273 1.238
Cl -0.119 -0.386 -2.972
C 0.044 4.081 1.049
C -1.223 3.323 1.441
N -0.978 1.895 1.525
C -0.103 1.211 2.439
S 0.220 -0.375 2.175
N 0.450 1.787 3.635
C -0.068 2.920 4.382
C -1.468 2.619 4.921
H 0.864 3.928 1.778
H -0.179 5.167 0.982
H 0.391 3.732 0.057
H -1.669 3.715 2.370
H -1.974 3.513 0.642
H -1.433 1.328 0.799
H 1.213 1.266 4.096
H 0.586 3.097 5.263
H -0.041 3.852 3.796
H -1.432 1.726 5.580
H -1.832 3.484 5.515
H -2.190 2.417 4.106
```

Summary:
charge	+3
molecular weight	629.91	g/mol
HOMO energy	-16.48	eV

Calculated atomic charges, method Mulliken, unit e: -0.923 0.518 0.307 0.339 0.338 -0.367 -0.119 0.180 0.849 -1.167 -1.091 0.456 0.456 0.409 0.346 0.334 0.362 -1.024 0.439 0.425 0.417 0.873 -1.167 -1.106 0.417 0.458 0.310 -1.121 0.331 0.455 0.437 0.417 0.426 0.294 -0.223 -0.859 -0.685 0.408 0.600 -0.326 -0.077 -0.425 -1.054 0.278 0.428 0.122 0.283 0.429 -0.314 0.338 0.459 0.129 0.357 0.369 0.255


A structure of composition C13H33Cl2N2O2P2Tc at a distorted geometry, computed with wB97M-V/def2-TZVPD.

The geometry in XYZ format:
```
55
Properties=species:S:1:pos:R:3
C 1.564 -0.024 -4.741
C 1.540 0.051 -3.226
H 2.617 0.030 -5.150
H 0.926 0.809 -5.112
H 1.041 -0.939 -5.116
O 2.283 -0.090 -2.267
Cl -2.139 -0.397 -3.411
Tc -0.519 -0.086 -1.941
P -0.203 2.170 -1.182
C 1.071 3.074 -0.138
C 0.101 3.033 -2.774
H 0.278 4.105 -2.590
H -1.735 4.105 -0.884
H -0.783 2.867 -3.406
H -2.594 2.514 -0.938
H 2.059 2.635 -0.324
H 0.980 2.574 -3.255
C -1.712 3.047 -0.555
H 1.119 4.148 -0.387
H -1.740 3.012 0.547
H 0.841 2.983 0.935
P 0.050 -2.211 -0.926
C 1.407 -2.873 0.185
C -1.349 -3.195 -0.197
H -0.306 -3.049 -3.168
H 0.580 -4.257 -2.141
H 1.436 -2.827 -2.807
C 0.480 -3.201 -2.419
H -2.282 -2.852 -0.660
H -1.205 -4.274 -0.378
H 1.496 -3.971 0.089
H 1.216 -2.644 1.246
H -1.413 -3.017 0.888
H 2.365 -2.423 -0.109
Cl -2.680 -0.187 -0.693
C 1.759 0.233 1.206
N 0.866 0.082 2.353
C 1.476 -0.025 3.620
C -0.457 0.062 2.140
O -0.844 0.131 0.964
N -1.410 -0.064 3.093
C -1.259 0.161 4.510
C -2.762 -0.114 2.573
H 2.496 -0.587 1.221
H 2.243 1.224 1.252
H 1.183 0.173 0.252
H 1.257 0.834 4.242
H 1.202 -0.939 4.133
H 2.528 -0.052 3.398
H -1.374 1.222 4.752
H -2.053 -0.392 4.994
H -0.334 -0.202 4.972
H -3.017 0.797 1.995
H -2.889 -0.977 1.891
H -3.403 -0.209 3.446
```

Summary:
charge	+3
molecular weight	480.27	g/mol
2S+1	4
HOMO energy (spin up / spin down)	-18.15 / -17.98	eV
expectation value of S²	3.815

Calculated atomic charges, method natural (NBO), unit e: -0.767 0.574 0.314 0.295 0.316 -0.397 0.046 0.393 1.125 -0.888 -0.937 0.290 0.284 0.269 0.280 0.248 0.236 -0.925 0.296 0.250 0.244 1.124 -0.896 -0.919 0.263 0.288 0.249 -0.935 0.281 0.281 0.297 0.240 0.243 0.254 -0.353 -0.429 -0.258 -0.439 0.714 -0.689 -0.074 -0.473 -0.442 0.252 0.257 0.218 0.244 0.240 0.253 0.291 0.274 0.265 0.291 0.289 0.251


A structure of composition C13H33Cl3F6N3O14PS2 at a distorted geometry, computed with wB97M-V/def2-TZVPD.

The geometry in XYZ format:
```
75
Properties=species:S:1:pos:R:3
N -0.088 -1.546 5.184
H 0.352 -2.444 5.005
H -1.007 -1.649 5.611
H -0.131 -1.100 4.254
H 0.469 -1.009 5.862
N 0.462 -4.238 1.652
H 0.567 -4.234 2.665
H 1.400 -4.419 1.285
H 0.128 -3.328 1.300
H -0.215 -4.969 1.427
N -3.717 -1.861 1.788
H -3.788 -1.713 2.791
H -3.201 -1.170 1.230
H -4.668 -1.920 1.395
H -3.296 -2.778 1.651
P -0.173 -0.583 1.532
F -0.339 -1.657 0.294
F -1.065 -1.650 2.509
F 1.165 -1.464 1.869
F 0.102 0.275 2.884
F 0.497 0.538 0.672
F -1.623 0.021 1.206
C -1.531 3.382 -2.066
Cl -0.835 2.970 -3.614
Cl -1.808 1.888 -1.095
Cl -3.043 4.282 -2.221
H -0.803 3.896 -1.451
C -3.618 -1.181 -1.849
C -5.004 -0.585 -1.843
C -5.900 -0.962 -3.025
O -6.990 -1.645 -2.374
C -6.763 -1.857 -1.064
O -7.530 -2.202 -0.216
O -5.566 -1.383 -0.749
H -2.975 -0.824 -2.659
H -3.691 -2.258 -2.015
H -3.014 -1.073 -0.945
H -5.158 0.423 -1.461
H -5.354 -1.659 -3.662
H -6.277 -0.125 -3.603
C 3.504 2.043 -1.238
C 3.657 3.237 -2.165
C 4.399 2.862 -3.475
O 3.718 3.658 -4.434
C 2.557 4.106 -3.922
O 1.840 4.803 -4.572
O 2.420 3.753 -2.644
H 2.981 1.187 -1.668
H 2.982 2.275 -0.308
H 4.529 1.753 -0.995
H 4.186 3.997 -1.586
H 4.417 1.783 -3.619
H 5.405 3.237 -3.291
C 0.346 -0.695 -2.613
C 1.544 -1.633 -2.642
O 1.665 -2.012 -4.022
S 1.371 -0.700 -4.940
O 0.597 -1.059 -6.073
O 2.556 0.084 -4.989
O 0.344 -0.052 -3.862
H 0.401 0.073 -1.845
H -0.521 -1.337 -2.433
H 1.391 -2.499 -2.003
H 2.495 -1.147 -2.409
C 3.741 0.650 4.124
C 2.796 1.957 4.003
O 2.869 2.502 5.292
S 3.152 1.374 6.374
O 1.989 0.505 6.429
O 3.722 1.908 7.549
O 4.304 0.785 5.419
H 4.506 0.553 3.358
H 3.134 -0.252 4.009
H 1.817 1.529 3.809
H 3.220 2.580 3.226
```

Summary:
charge	+2
molecular weight	770.87	g/mol
HOMO energy	-13.91	eV

Calculated atomic charges, method Mulliken, unit e: -0.199 0.403 0.430 0.099 0.328 -0.273 0.341 0.410 0.065 0.419 -0.195 0.375 -0.016 0.348 0.380 1.533 -0.441 -0.455 -0.430 -0.451 -0.256 -0.405 -0.084 -0.075 -0.063 -0.115 0.272 -0.679 0.095 -0.464 -0.339 0.588 -0.530 -0.195 0.512 0.533 -0.486 0.396 0.301 0.341 -1.101 0.516 -0.404 -0.331 0.596 -0.523 -0.306 -0.039 0.300 0.462 0.228 0.281 0.344 0.285 -0.200 -0.392 1.017 -0.528 -0.471 -0.118 -0.137 0.014 0.208 0.309 -0.192 0.032 -0.333 1.066 -0.613 -0.493 -0.349 0.404 0.084 0.003 0.364


A cluster of 9 separate species, C13H33N10O19 in total at a distorted geometry, computed with wB97M-V/def2-TZVPD.

The geometry in XYZ format:
```
75
Properties=species:S:1:pos:R:3
C -4.191 -1.504 2.807
C -3.214 -2.520 2.135
O -3.479 -3.692 2.197
N -2.085 -1.955 1.474
C -0.930 -1.783 2.363
N -1.753 -2.622 0.260
C -1.460 -1.530 -0.717
C -2.717 -0.607 -0.905
O -3.616 -0.928 -1.705
O -2.829 0.496 -0.259
H -4.039 -0.488 2.379
H -3.912 -1.474 3.884
H -5.239 -1.815 2.644
H -1.003 -0.760 2.805
H -0.866 -2.520 3.198
H 0.035 -1.823 1.817
H -2.527 -3.183 -0.088
H -1.237 -2.028 -1.681
H -0.602 -0.937 -0.326
C -1.021 -3.585 -5.143
N 0.020 -3.592 -4.080
O 0.824 -4.507 -4.085
O -0.011 -2.680 -3.284
H -0.874 -4.452 -5.780
H -1.991 -3.623 -4.651
H -0.904 -2.664 -5.709
C -0.843 2.984 0.751
N 0.205 2.945 1.808
O 0.993 2.022 1.787
O 0.203 3.849 2.629
H -0.720 2.123 0.099
H -1.812 2.952 1.244
H -0.713 3.911 0.198
C 2.843 -6.410 -5.202
N 3.176 -6.610 -6.637
O 4.113 -7.341 -6.904
O 2.487 -6.025 -7.449
H 3.536 -6.989 -4.599
H 2.936 -5.353 -4.987
H 1.823 -6.753 -5.051
C 5.027 -2.177 -3.635
N 4.045 -3.173 -4.137
O 3.714 -3.096 -5.308
O 3.640 -3.995 -3.344
H 5.294 -1.514 -4.449
H 4.551 -1.625 -2.828
H 5.896 -2.721 -3.281
C -2.397 4.784 4.540
N -3.420 3.829 4.037
O -3.770 3.937 2.876
O -3.839 3.001 4.825
H -2.120 5.455 3.735
H -2.840 5.332 5.362
H -1.541 4.205 4.869
C 8.096 -1.974 -6.849
N 7.641 -2.222 -5.456
O 7.334 -3.362 -5.163
O 7.610 -1.261 -4.709
H 8.073 -2.912 -7.395
H 7.414 -1.251 -7.292
H 9.108 -1.580 -6.797
C -3.802 8.330 2.795
N -2.742 8.285 3.838
O -1.966 7.351 3.803
O -2.731 9.187 4.652
H -3.689 7.468 2.145
H -4.763 8.308 3.304
H -3.673 9.255 2.238
C -1.810 3.047 8.854
N -1.837 4.443 8.342
O -1.721 5.342 9.152
O -1.974 4.581 7.143
H -1.684 3.074 9.932
H -2.756 2.583 8.586
H -0.975 2.540 8.378
```

Summary:
charge	-1
molecular weight	633.46	g/mol
HOMO energy	-3.93	eV

Calculated atomic charges, method Mulliken, unit e: -0.927 0.298 -0.576 0.622 -0.933 -0.704 0.459 0.311 -0.784 -0.650 0.261 0.236 0.341 0.270 0.281 0.316 0.332 -0.178 0.149 -0.834 0.881 -0.470 -0.611 0.309 0.331 0.294 -0.634 0.971 -0.550 -0.588 0.224 0.265 0.278 -0.203 0.921 -0.581 -0.551 0.292 -0.119 0.255 -0.900 1.002 -0.557 -0.518 0.308 0.343 0.307 -0.698 1.012 -0.567 -0.589 0.588 0.178 0.189 -0.773 0.854 -0.490 -0.503 0.320 0.298 0.292 -0.739 0.876 -0.524 -0.536 0.310 0.286 0.290 -0.733 0.816 -0.525 -0.483 0.300 0.281 0.283